Model i:
{"formula": "C17H23N3O3", "method": "wB97M-V/def2-TZVPD", "mol_weight_da": 317.4, "lumo_energy_ev": 0.23, "e_homo_ev": -7.748, "charge": 0, "elements": ["C", "C", "C", "C", "C", "C", "C", "C", "C", "C", "C", "C", "C", "C", "C", "C", "C", "H", "H", "H", "H", "H", "H", "H", "H", "H", "H", "H", "H", "H", "H", "H", "H", "H", "H", "H", "H", "H", "H", "H", "N", "N", "N", "O", "O", "O"], "coordinates": [[-0.53824, -1.47752, 1.04543], [-1.34669, -1.72612, -0.23696], [0.59148, -0.42242, 1.08054], [1.68707, -0.47826, 0.03925], [1.72009, -1.05564, -1.26984], [2.95186, 0.08203, 0.28666], [3.84122, -0.09747, -0.83830], [3.54202, 0.74982, 1.37311], [5.19504, 0.07306, -0.89694], [4.85948, 1.00253, 1.47403], [5.68907, 0.59174, 0.29939], [-2.93070, 0.11497, 0.12817], [-4.42127, -0.27518, 0.07594], [-2.95037, 1.56168, -0.26776], [-1.65092, 2.18618, -0.12632], [-1.71381, 3.67109, 0.13897], [-0.62154, 1.91203, -1.29619], [0.30418, -3.31390, 1.17368], [-0.80384, -3.18390, 2.12671], [-1.33308, -1.00300, 1.70042], [1.09299, -0.53650, 2.15930], [0.25477, 0.65399, 1.11944], [1.16910, -1.62750, -1.91100], [3.42530, -1.20078, -2.65142], [2.95710, 1.00960, 2.30988], [5.82865, -0.03963, -1.71627], [5.40978, 1.42376, 2.28924], [6.74891, 0.85765, 0.53203], [-2.49918, -0.80127, -1.57157], [-2.55077, -0.07388, 1.20459], [-3.36715, 1.52876, -1.30998], [-3.64229, 2.15836, 0.26167], [-1.27195, 1.82357, 0.81546], [-0.70015, 4.15402, 0.36492], [-2.43883, 3.97203, 1.11336], [-2.14639, 4.39668, -0.56096], [-0.86456, 2.33752, -2.31683], [-0.46785, 0.83874, -1.50407], [0.39372, 2.24775, -1.04381], [-4.47160, 0.35017, 1.79265], [-0.06851, -2.58964, 1.75880], [2.97403, -0.68231, -1.80832], [-2.08341, -0.67955, -0.71654], [-1.12340, -2.72551, -0.86669], [-4.98403, -0.71795, -0.94376], [-5.16810, 0.09512, 1.17670]], "mulliken_charge": [0.65, -0.10, -0.09, 0.21, -0.88, 0.58, 0.06, -0.13, -1.31, -0.98, -0.18, 0.09, 0.29, -1.35, 1.66, -1.68, -1.24, 0.27, 0.31, -0.07, 0.33, 0.27, 0.66, 0.30, 0.20, 0.47, 0.44, 0.27, 0.31, 0.21, 0.35, 0.32, -0.06, 0.35, 0.29, 0.36, 0.37, 0.20, 0.33, 0.42, -0.76, -0.13, 0.08, -0.64, -0.58, -0.48]}

=====

Model ii:
{"formula": "C17H23N3O3", "method": "wB97M-V/def2-TZVPD", "mol_weight_da": 317.4, "lumo_energy_ev": 0.78, "e_homo_ev": -7.825, "charge": 0, "elements": ["C", "H", "H", "H", "C", "N", "C", "O", "C", "H", "C", "H", "C", "H", "H", "C", "N", "C", "H", "H", "H", "C", "C", "C", "O", "C", "N", "C", "C", "C", "C", "O", "H", "H", "H", "C", "H", "H", "H", "H", "H", "H", "H", "H", "H", "H"], "coordinates": [[-3.67452, -2.07308, 1.53506], [-4.44060, -2.80340, 1.78098], [-3.58147, -1.37771, 2.36616], [-2.72794, -2.59174, 1.40484], [-4.05232, -1.34127, 0.24876], [-3.03405, -0.42007, -0.18470], [-2.21618, -0.66314, -1.23197], [-2.26869, -1.65054, -1.93508], [-1.24517, 0.48999, -1.34998], [-0.24470, 0.13129, -1.10068], [-1.70496, 1.53464, -0.32824], [-2.16282, 2.38450, -0.83934], [-2.76828, 0.80877, 0.51851], [-2.38827, 0.59961, 1.52631], [-3.69172, 1.39101, 0.61870], [-0.53943, 2.01776, 0.53964], [0.52666, 2.59233, -0.26478], [0.28352, 3.98079, -0.58371], [-0.68563, 4.07029, -1.06944], [0.28780, 4.63240, 0.30624], [1.04514, 4.33396, -1.27783], [1.83677, 2.39115, 0.32778], [2.32992, 0.98921, 0.15475], [3.61422, 0.56834, -0.06574], [3.59676, -0.78693, -0.15676], [2.30580, -1.13446, 0.00250], [1.52122, -0.11194, 0.19983], [1.87775, -2.49852, -0.06941], [0.60555, -3.01866, -0.09566], [0.76323, -4.41615, -0.18813], [2.10728, -4.64401, -0.21026], [2.79009, -3.49346, -0.13979], [2.68019, -5.54817, -0.27272], [-0.01572, -5.14833, -0.23838], [-0.30722, -2.46235, -0.08232], [4.90785, 1.28309, -0.19685], [5.61704, 0.65247, -0.72658], [5.32081, 1.52107, 0.78387], [4.76872, 2.21229, -0.74476], [1.84567, 2.64849, 1.40530], [2.54943, 3.05459, -0.16960], [-0.13305, 1.14937, 1.05737], [-0.90809, 2.73918, 1.29131], [-1.22193, 0.86504, -2.37090], [-4.99263, -0.79550, 0.38936], [-4.17606, -2.06223, -0.56366]], "mulliken_charge": [-1.02, 0.40, 0.32, 0.19, -0.73, 0.25, 0.24, -0.70, 0.17, -0.32, 0.68, 0.37, -1.04, 0.44, 0.25, -1.71, 0.32, -1.06, 0.28, 0.38, 0.36, -0.99, 0.60, 0.51, -0.43, 0.05, -0.24, 0.21, 0.52, -0.80, -0.53, -0.41, 0.49, 0.49, 0.36, -1.51, 0.37, 0.29, 0.37, 0.24, 0.34, 0.68, 0.32, 0.25, 0.37, 0.37]}

=====

Model iii:
{"formula": "C17H23N3O3", "method": "wB97M-V/def2-TZVPD", "mol_weight_da": 317.4, "lumo_energy_ev": 0.58, "e_homo_ev": -8.120, "charge": 0, "elements": ["C", "C", "C", "C", "C", "C", "C", "C", "C", "C", "C", "C", "C", "C", "C", "C", "C", "H", "H", "H", "H", "H", "H", "H", "H", "H", "H", "H", "H", "H", "H", "H", "H", "H", "H", "H", "H", "H", "H", "H", "N", "N", "N", "O", "O", "O"], "coordinates": [[0.29284, -0.92398, 2.03945], [-0.67360, -0.12122, 0.99773], [-0.51568, -0.98782, 3.40517], [-0.27507, -2.42866, 4.19078], [-0.34350, 0.19525, 4.13840], [-1.28671, 0.57987, 5.32050], [0.84146, -0.82793, -0.86658], [2.12749, 0.20265, -0.77162], [0.86069, -1.32563, -2.38880], [0.84902, -0.24456, -3.26516], [1.81397, 0.59244, -3.80406], [-0.37974, 0.32063, -3.67609], [-0.23782, 1.59307, -4.36675], [-1.59062, -0.03652, -3.19568], [-1.30195, 2.49198, -4.75437], [-2.57315, 0.87212, -3.37300], [-2.48909, 2.07864, -4.22761], [1.62616, 0.55563, 2.28099], [2.35371, -0.89193, 2.48343], [0.21610, -2.03683, 1.80946], [-1.50820, -0.94641, 3.01646], [-0.71313, -2.40118, 5.23599], [0.87681, -2.83866, 4.22229], [-0.67728, -3.23134, 3.75818], [-0.26952, 1.11944, 3.50270], [0.70089, -0.01509, 4.62915], [-2.33918, 0.92058, 4.95944], [-0.72407, 1.31616, 6.00538], [-1.41852, -0.37245, 5.88594], [-0.88967, 0.49542, -0.88885], [1.17181, -1.58378, -0.19509], [1.78663, -1.81299, -2.64658], [-0.05470, -2.05199, -2.24512], [2.87833, 0.71433, -3.82209], [1.71596, 2.42170, -4.97442], [-1.65111, -0.90976, -2.59071], [-1.25058, 3.24267, -5.69059], [-3.64639, 0.90982, -3.12733], [-3.37957, 2.60982, -4.40163], [3.94274, 0.34089, -0.20349], [1.58453, -0.35393, 1.95140], [-0.40138, -0.20267, -0.34998], [1.19534, 1.69245, -4.39231], [-1.68970, 0.34639, 1.39323], [1.94747, 1.27979, -0.26462], [3.49798, -0.34643, -0.74357]], "mulliken_charge": [-0.32, 0.29, 0.22, -1.34, -0.44, -1.16, 0.00, 0.31, -0.91, 0.51, -0.68, 1.00, -0.46, -0.65, -0.79, -0.71, -0.37, 0.28, 0.29, 0.17, 0.35, 0.30, 0.22, 0.54, 0.30, 0.15, 0.27, 0.31, 0.27, 0.25, 0.47, 0.48, 0.18, 0.48, 0.28, 0.59, 0.21, 0.27, 0.45, 0.37, -0.32, 0.08, -0.02, -0.65, -0.54, -0.53]}

=====

It is model iii that is the least stable of them.

=====

Model i:
{"formula": "C4H5N3", "method": "wB97M-V/def2-TZVPD", "mol_weight_da": 95.1, "lumo_energy_ev": 0.51, "e_homo_ev": -8.277, "charge": 0, "elements": ["N", "C", "C", "N", "C", "N", "C", "H", "H", "H", "H", "H"], "coordinates": [[0.76555, 1.84456, -0.14052], [0.25970, 0.61071, 0.17795], [0.92937, -0.56428, 0.45097], [0.47452, -1.54678, -0.33981], [-0.79764, -1.60299, -0.64385], [-1.67390, -0.85586, 0.05260], [-1.08237, 0.23451, 0.51386], [1.77199, 1.83095, -0.26156], [0.32721, 2.27347, -0.95150], [1.68072, -0.72589, 1.22146], [-1.12207, -2.31572, -1.39395], [-1.53309, 0.81730, 1.31436]], "mulliken_charge": [-0.56, 0.20, -0.06, -0.47, -0.02, -0.60, -0.17, 0.28, 0.28, 0.38, 0.38, 0.36]}

=====

Model ii:
{"formula": "C4H5N3", "method": "wB97M-V/def2-TZVPD", "mol_weight_da": 95.1, "lumo_energy_ev": -0.40, "e_homo_ev": -9.673, "charge": 0, "elements": ["N", "C", "C", "N", "C", "N", "C", "H", "H", "H", "H", "H"], "coordinates": [[0.43057, 3.19618, 0.59660], [-0.00607, -0.06403, 0.55911], [-0.01555, -1.19995, 1.14322], [-0.11334, -2.45126, 1.09278], [-0.29949, -2.70516, -0.24976], [-0.34268, -1.76345, -1.17064], [-0.20035, -0.47813, -0.79215], [1.28374, 3.05609, 0.06249], [-0.28164, 3.47684, -0.07143], [0.16417, 2.27267, 0.93208], [-0.41375, -3.74658, -0.52870], [-0.24143, 0.25555, -1.59618]], "mulliken_charge": [-0.74, -0.43, 0.67, -0.47, -0.14, -0.48, 0.00, 0.24, 0.23, 0.34, 0.37, 0.41]}

=====

It is model ii that is the least stable of them.